1.
C3H7IOS | ωB97M-V/def2-TZVPD

Last column: Löwdin charge in e.
Element x y z (Å)
C (0.57, 0.59, 1.16)  -0.033
C (0.54, -0.35, 0.23)  -0.280
C (1.64, -1.00, -0.54)  -0.098
H (1.51, 0.94, 1.61)  0.069
H (-0.28, 1.07, 1.64)  0.021
H (-0.53, -0.67, -0.10)  0.095
H (1.55, -2.11, -0.45)  0.090
H (2.51, -0.62, -0.18)  0.025
H (1.58, -0.83, -1.70)  0.117
O (-1.66, 1.35, -1.15)  -0.537
S (-2.57, 1.30, 0.24)  0.232
I (-3.98, -0.59, 0.03)  0.375
H (-0.89, 0.94, -0.77)  -0.077

Spin multiplicity: 1
HOMO energy (eV): -8.75
Frontier orbital gap (eV): 8.3361
Net charge: 0
Energy relative to the best compared isomer or geometry (same formula, charge and spin) (eV): 0.8491
SMILES: C=CC.OSI

2.
C55H128BN8O25Pb | ωB97M-V/def2-TZVPD

Last column: Löwdin charge in e.
Element x y z (Å)
Pb (-2.90, 1.68, 4.94)  1.726
O (0.76, 0.33, -3.41)  0.103
C (0.71, 0.26, -2.17)  -0.303
O (-0.28, 0.61, -1.33)  0.180
B (0.05, 0.09, 0.05)  -0.815
O (1.59, -0.01, 0.01)  0.162
C (1.95, -0.04, -1.25)  -0.337
O (3.12, -0.28, -1.64)  0.096
O (-0.54, -1.27, 0.29)  0.210
C (-1.42, -1.20, 1.30)  -0.289
O (-2.20, -2.10, 1.70)  0.098
C (-1.29, 0.26, 1.82)  -0.289
O (-0.47, 0.98, 1.07)  0.244
O (-1.92, 0.74, 2.77)  -0.004
C (2.68, -2.43, -4.14)  -0.052
C (1.60, -3.46, -4.33)  -0.474
C (0.32, -3.19, -3.61)  -0.047
O (1.32, -3.51, -5.75)  -0.063
H (2.99, -2.42, -3.10)  0.061
H (2.42, -1.41, -4.40)  0.077
H (3.59, -2.75, -4.64)  0.085
H (1.99, -4.45, -4.12)  0.135
H (-0.52, -3.81, -3.93)  0.092
H (0.01, -2.17, -3.84)  0.059
H (0.41, -3.28, -2.53)  0.073
H (2.14, -3.68, -6.22)  0.083
C (9.23, -0.86, 0.49)  -0.103
O (7.88, -1.19, 0.67)  -0.194
C (6.89, -0.23, 0.22)  -0.207
C (5.53, -0.60, 0.70)  -0.200
N (5.45, -0.45, 2.14)  -0.061
C (4.25, -1.12, 2.70)  -0.142
C (4.33, -1.11, 4.29)  -0.191
O (3.31, -1.83, 4.93)  -0.236
C (3.48, -1.80, 6.34)  -0.098
H (9.94, -1.52, 0.99)  0.089
H (9.47, 0.12, 0.91)  0.070
H (9.33, -0.81, -0.60)  0.092
H (6.80, -0.33, -0.86)  0.125
H (7.21, 0.80, 0.31)  0.114
H (5.38, -1.66, 0.48)  0.130
H (4.84, 0.05, 0.16)  0.106
H (6.26, -0.75, 2.66)  0.102
H (4.22, -2.18, 2.44)  0.109
H (3.33, -0.71, 2.26)  0.089
H (4.31, -0.12, 4.73)  0.112
H (5.21, -1.64, 4.66)  0.119
H (3.28, -0.82, 6.77)  0.085
H (4.49, -2.15, 6.57)  0.094
H (2.79, -2.46, 6.86)  0.066
C (-2.04, 3.68, -0.14)  -0.077
O (-3.06, 2.83, 0.34)  -0.242
C (-4.05, 2.57, -0.64)  -0.178
C (-3.60, 1.30, -1.41)  -0.200
N (-4.50, 1.02, -2.52)  -0.032
C (-4.44, 2.06, -3.64)  -0.170
C (-3.09, 2.41, -4.18)  -0.155
O (-2.35, 3.47, -3.42)  -0.210
C (-1.02, 3.64, -3.72)  -0.133
H (-1.30, 3.61, 0.65)  0.078
H (-2.44, 4.69, -0.21)  0.104
H (-1.60, 3.34, -1.08)  0.077
H (-4.25, 3.46, -1.24)  0.119
H (-4.98, 2.24, -0.16)  0.108
H (-3.67, 0.49, -0.69)  0.107
H (-2.59, 1.43, -1.80)  0.098
H (-4.25, 0.16, -2.99)  0.040
H (-5.03, 2.92, -3.34)  0.110
H (-5.04, 1.66, -4.46)  0.106
H (-3.11, 2.75, -5.22)  0.124
H (-2.59, 1.45, -4.30)  0.098
H (-0.86, 4.09, -4.70)  0.090
H (-0.48, 2.70, -3.66)  0.075
H (-0.59, 4.33, -2.99)  0.086
C (-0.46, 3.50, 6.74)  -0.067
O (-0.98, 3.36, 5.42)  -0.348
C (-1.05, 4.60, 4.75)  -0.214
C (-1.51, 4.34, 3.32)  -0.167
N (-2.81, 3.63, 3.24)  -0.117
C (-3.91, 4.53, 3.53)  -0.165
C (-5.19, 3.71, 3.50)  -0.164
O (-5.12, 2.55, 4.35)  -0.398
C (-6.37, 2.02, 4.82)  -0.056
H (-0.57, 2.51, 7.17)  0.085
H (-1.14, 4.12, 7.34)  0.096
H (0.54, 3.93, 6.87)  0.110
H (-0.04, 5.00, 4.67)  0.140
H (-1.67, 5.39, 5.18)  0.126
H (-0.69, 3.72, 2.96)  0.120
H (-1.42, 5.22, 2.68)  0.137
H (-2.97, 3.40, 2.27)  0.077
H (-3.94, 5.31, 2.77)  0.143
H (-3.75, 5.00, 4.50)  0.127
H (-5.49, 3.36, 2.51)  0.129
H (-6.05, 4.31, 3.79)  0.133
H (-6.30, 1.18, 5.51)  0.087
H (-7.02, 1.76, 3.99)  0.101
H (-6.91, 2.79, 5.38)  0.101
C (-3.56, 0.81, -13.30)  -0.117
O (-2.20, 0.88, -12.88)  -0.188
C (-1.95, 2.17, -12.37)  -0.246
C (-0.47, 2.37, -12.02)  -0.222
N (-0.05, 2.02, -10.69)  -0.049
C (-0.23, 0.57, -10.42)  -0.194
C (0.51, 0.09, -9.20)  -0.271
O (-0.24, 0.31, -8.06)  -0.195
C (0.22, -0.34, -6.85)  -0.065
H (-3.64, 1.35, -14.25)  0.088
H (-4.31, 1.07, -12.56)  0.086
H (-3.87, -0.20, -13.55)  0.082
H (-2.56, 2.31, -11.48)  0.117
H (-2.35, 2.90, -13.07)  0.113
H (-0.34, 3.45, -12.10)  0.112
H (0.12, 1.92, -12.82)  0.124
H (-0.60, 2.59, -10.05)  0.106
H (0.04, 0.00, -11.31)  0.123
H (-1.28, 0.31, -10.28)  0.116
H (1.47, 0.59, -9.15)  0.124
H (0.65, -0.98, -9.32)  0.121
H (1.30, -0.22, -6.76)  0.088
H (0.00, -1.41, -6.87)  0.073
H (-0.33, 0.01, -5.97)  0.062
C (-5.10, 0.22, 2.34)  -0.047
O (-4.55, 0.07, 3.67)  -0.338
C (-4.65, -1.28, 4.18)  -0.165
C (-4.42, -1.31, 5.67)  -0.209
N (-3.21, -0.64, 6.05)  -0.153
C (-1.99, -1.44, 5.69)  -0.147
C (-0.74, -0.75, 6.10)  -0.218
O (-0.60, 0.37, 5.28)  -0.321
C (0.69, 0.65, 4.82)  -0.073
H (-6.18, 0.19, 2.43)  0.094
H (-4.85, -0.61, 1.68)  0.104
H (-4.85, 1.18, 1.89)  0.075
H (-4.01, -2.01, 3.67)  0.123
H (-5.69, -1.54, 3.98)  0.135
H (-4.38, -2.34, 6.01)  0.137
H (-5.24, -0.75, 6.11)  0.118
H (-3.35, -0.46, 7.04)  0.123
H (-1.81, -1.63, 4.63)  0.135
H (-2.09, -2.42, 6.17)  0.124
H (0.08, -1.43, 5.88)  0.130
H (-0.72, -0.54, 7.17)  0.135
H (1.23, -0.17, 4.35)  0.096
H (1.22, 0.96, 5.72)  0.107
H (0.68, 1.45, 4.08)  0.086
C (2.24, -3.53, 0.03)  -0.097
O (2.60, -4.26, 1.21)  -0.168
C (1.67, -4.00, 2.30)  -0.195
C (1.95, -4.82, 3.55)  -0.227
N (1.14, -4.43, 4.68)  -0.048
C (1.23, -5.42, 5.81)  -0.161
C (0.37, -4.91, 6.99)  -0.185
O (0.95, -3.79, 7.70)  -0.240
C (0.26, -3.26, 8.78)  -0.125
H (1.19, -3.56, -0.25)  0.069
H (2.75, -3.86, -0.87)  0.090
H (2.44, -2.47, 0.21)  0.067
H (0.64, -4.22, 2.00)  0.118
H (1.61, -2.95, 2.59)  0.103
H (3.01, -4.82, 3.81)  0.118
H (1.81, -5.88, 3.36)  0.122
H (1.49, -3.59, 5.12)  0.066
H (2.26, -5.61, 6.13)  0.120
H (0.78, -6.37, 5.52)  0.118
H (0.24, -5.65, 7.79)  0.118
H (-0.64, -4.68, 6.65)  0.107
H (0.24, -4.01, 9.57)  0.089
H (-0.78, -3.12, 8.48)  0.074
H (0.74, -2.36, 9.17)  0.094
C (-7.71, -2.19, -6.34)  -0.111
O (-6.29, -2.34, -6.18)  -0.183
C (-5.64, -1.08, -6.44)  -0.214
C (-4.16, -1.09, -6.01)  -0.189
N (-3.98, -1.32, -4.58)  -0.056
C (-2.61, -1.47, -4.11)  -0.183
C (-2.60, -2.02, -2.65)  -0.210
O (-3.13, -3.33, -2.71)  -0.171
C (-2.92, -3.97, -1.46)  -0.100
H (-8.29, -1.93, -5.46)  0.082
H (-7.96, -3.24, -6.47)  0.085
H (-8.02, -1.61, -7.22)  0.087
H (-6.11, -0.27, -5.90)  0.106
H (-5.74, -0.84, -7.50)  0.120
H (-3.68, -0.17, -6.36)  0.118
H (-3.76, -1.90, -6.63)  0.118
H (-4.42, -2.19, -4.34)  0.110
H (-2.07, -0.52, -4.16)  0.092
H (-2.10, -2.23, -4.71)  0.111
H (-3.24, -1.44, -1.99)  0.106
H (-1.60, -1.99, -2.24)  0.093
H (-1.88, -4.27, -1.39)  0.085
H (-3.53, -4.87, -1.42)  0.092
H (-3.17, -3.40, -0.57)  0.073
C (2.68, 1.91, 2.17)  -0.098
O (2.83, 3.28, 2.50)  -0.193
C (3.98, 3.69, 3.24)  -0.190
C (5.39, 3.46, 2.59)  -0.193
N (6.11, 2.32, 3.19)  -0.043
C (7.52, 2.41, 2.83)  -0.211
C (8.44, 1.31, 3.37)  -0.230
O (9.81, 1.68, 3.18)  -0.189
C (10.74, 0.72, 3.66)  -0.099
H (1.73, 1.82, 1.65)  0.075
H (2.72, 1.21, 3.00)  0.067
H (3.42, 1.59, 1.43)  0.083
H (4.01, 3.22, 4.22)  0.106
H (3.84, 4.76, 3.45)  0.110
H (5.94, 4.39, 2.72)  0.109
H (5.22, 3.44, 1.51)  0.117
H (5.67, 1.49, 2.80)  0.051
H (7.97, 3.32, 3.25)  0.123
H (7.67, 2.38, 1.75)  0.102
H (8.24, 0.35, 2.90)  0.093
H (8.12, 1.22, 4.41)  0.120
H (11.75, 1.04, 3.38)  0.093
H (10.62, -0.26, 3.21)  0.070
H (10.58, 0.59, 4.73)  0.087

Spin multiplicity: 1
HOMO energy (eV): -9.45
Frontier orbital gap (eV): 6.2741
Net charge: +1

3.
C24H32N6O3 | ωB97M-V/def2-TZVPD

Last column: Löwdin charge in e.
Element x y z (Å)
C (-8.14, -1.35, -2.21)  -0.146
H (-7.17, -1.37, -2.95)  0.118
H (-8.37, -0.24, -2.20)  0.091
C (-7.79, -1.98, -0.96)  -0.452
N (-6.76, -1.40, -0.42)  0.016
C (-7.13, -0.37, 0.72)  -0.276
O (-8.28, -0.21, 1.28)  -0.003
N (-6.03, 0.51, 0.99)  0.133
C (-4.69, 0.38, 0.82)  -0.289
C (-3.81, 1.46, 0.92)  -0.099
C (-2.55, 1.63, 0.76)  -0.046
C (-1.98, 0.30, 0.44)  -0.004
C (-2.63, -1.14, 0.45)  0.082
C (-3.99, -0.80, 0.79)  -0.053
H (-4.61, -1.81, 0.69)  0.139
H (-2.23, -1.94, 0.57)  -0.019
C (-0.39, -0.05, 0.40)  -0.324
N (0.06, -1.14, 0.21)  0.182
C (1.52, -1.04, -0.03)  -0.140
C (2.21, 0.01, 0.21)  -0.236
C (1.54, 1.20, 0.11)  -0.070
N (0.15, 1.34, 0.52)  0.173
N (2.24, 2.53, 0.28)  -0.021
C (1.40, 3.61, 0.83)  -0.067
C (2.42, 4.84, 0.85)  -0.267
O (3.42, 5.02, 0.06)  -0.103
C (4.11, 3.69, -0.31)  -0.065
H (4.72, 3.68, 0.53)  0.105
C (3.13, 2.70, -0.71)  -0.464
C (2.56, 3.10, -2.06)  -0.056
H (2.12, 4.25, -2.11)  0.137
H (1.70, 2.41, -2.50)  0.115
H (3.29, 3.16, -2.92)  0.079
H (3.81, 1.74, -1.02)  0.190
H (4.74, 4.15, -1.08)  0.142
H (3.02, 4.54, 2.02)  0.174
H (1.90, 5.59, 1.15)  0.048
H (0.81, 3.95, 0.12)  0.067
H (0.82, 3.30, 1.51)  0.050
C (3.60, -0.18, 0.27)  -0.079
C (3.99, -1.61, 1.24)  -0.118
N (3.08, -2.65, 0.87)  -0.114
C (3.93, -3.86, 0.19)  -0.121
C (5.06, -4.49, 1.14)  -0.023
H (4.94, -5.36, 1.25)  -0.007
H (5.38, -3.86, 2.04)  0.146
O (6.22, -4.16, 0.22)  -0.122
C (5.35, -3.71, -0.76)  -0.188
H (5.25, -4.08, -1.81)  0.104
H (5.28, -2.45, -1.01)  0.140
H (3.37, -4.54, -0.24)  0.056
C (2.07, -2.45, -0.25)  -0.107
H (2.49, -2.48, -1.37)  0.165
H (1.37, -3.35, 0.11)  0.170
H (5.09, -1.81, 1.31)  0.113
H (3.55, -1.17, 2.29)  0.151
H (4.23, 0.48, 0.54)  0.023
H (4.04, -0.51, -0.77)  0.147
H (-1.85, 2.42, 0.76)  0.086
H (-4.18, 2.46, 1.37)  0.147
H (-6.24, 1.22, 1.56)  0.094
H (-5.86, -1.15, -0.67)  0.071
H (-7.48, -2.99, -1.11)  0.099
H (-8.86, -1.94, -0.16)  0.217
H (-8.96, -2.04, -2.72)  0.106

Spin multiplicity: 1
HOMO energy (eV): -8.01
Frontier orbital gap (eV): 7.9567
Net charge: 0
Energy relative to the best compared isomer or geometry (same formula, charge and spin) (eV): 22.2239

Question: Look up the frontier orbital gap of the first one.
Answer: 8.3361 eV

Question: Which value of HOMO energy does entry 3 give?
Answer: -8.01 eV